67
Properties=species:S:1:pos:R:3:forces:R:3 method="wB97M-V/def2-TZVPD" e_above_lowest_kcal_mol=12.7 total_charge=+1 lumo_energy_ev="-1.980 / -4.811" orbital_gap_ev="8.60 / 5.74" multiplicity=6 energy_ha=-3892.86717 mol_weight_g_mol=721.86
Ru -0.633690 0.662950 -0.708976 0.73 -1.13 0.86
C -3.808849 1.025551 2.323934 -0.08 0.07 0.01
N -2.613035 0.209867 2.117363 0.15 0.26 -0.18
C -2.786238 -0.819219 1.109775 0.12 -0.12 -0.03
C -1.374246 0.695737 2.387302 -0.06 -0.03 0.13
N -0.363955 0.365458 1.589676 -0.64 -0.14 -0.92
C 0.964629 0.303880 2.006400 0.53 -0.01 0.21
C 1.360044 -0.036655 3.306086 -0.22 0.11 -0.13
C 2.683312 0.049301 3.691643 0.09 0.07 0.06
C 3.643313 0.483687 2.784530 0.02 -0.08 0.06
C 3.288369 0.689751 1.466158 -0.15 -0.03 -0.21
C 1.966564 0.518665 1.044326 0.15 -0.09 0.49
N 1.600574 0.586852 -0.305459 -1.01 0.29 -0.76
C 2.351911 0.057638 -1.266845 0.42 -0.13 -0.24
N 2.333216 0.586963 -2.531954 -0.50 -0.23 0.37
C 1.729870 1.890988 -2.730284 -0.11 0.10 0.16
C 2.106736 -0.324368 -3.660112 0.08 0.02 -0.06
N 3.157374 -1.009228 -1.089650 -0.04 0.14 0.00
C 4.400059 -1.168109 -1.831096 0.13 -0.07 0.03
C 2.898322 -2.034603 -0.091797 -0.07 0.00 0.11
N -1.266453 1.537951 3.445851 0.01 -0.10 0.00
C -0.283740 2.605600 3.506446 0.10 0.00 -0.04
C -2.008639 1.328938 4.680862 0.05 -0.01 0.11
H -4.259473 1.260836 1.356503 0.03 -0.03 -0.01
H -3.559954 1.960264 2.815298 0.00 -0.01 0.00
H -4.543476 0.489633 2.925580 0.02 0.00 0.01
H -3.768852 -1.268689 1.236427 -0.02 -0.01 0.01
H -2.026594 -1.591279 1.197488 0.03 0.04 -0.05
H -2.753476 -0.395254 0.089598 -0.11 -0.08 0.10
H 0.608329 -0.371324 4.010333 -0.02 0.09 0.05
H 2.965594 -0.193731 4.707256 -0.02 -0.01 -0.01
H 4.667431 0.628671 3.100318 0.01 -0.03 -0.02
H 4.031423 0.980210 0.733176 0.04 -0.04 0.01
H 2.133869 2.618752 -2.032078 -0.01 -0.01 0.03
H 0.635940 1.863777 -2.609443 0.02 0.07 -0.10
H 1.924374 2.218003 -3.748833 0.07 0.00 -0.01
H 2.370576 -1.342855 -3.395930 -0.01 0.01 0.02
H 2.702034 -0.012478 -4.517465 0.00 0.00 0.00
H 1.047794 -0.303552 -3.937851 0.02 -0.01 -0.01
H 4.543082 -0.343001 -2.520982 -0.01 -0.01 0.01
H 4.407718 -2.111286 -2.380221 -0.04 0.03 -0.04
H 5.236477 -1.184535 -1.126972 -0.04 -0.01 0.01
H 1.846979 -2.029053 0.186268 -0.02 0.00 -0.01
H 3.508018 -1.903992 0.803651 0.02 0.05 0.01
H 3.137104 -3.001862 -0.534645 -0.05 0.01 -0.02
H 0.087614 2.840865 2.511707 0.01 -0.03 -0.02
H 0.564779 2.353339 4.144009 0.03 -0.06 0.01
H -0.769686 3.490371 3.921169 -0.01 0.00 -0.05
H -2.662154 0.466349 4.597549 0.00 0.00 -0.01
H -2.598134 2.210937 4.938133 -0.04 -0.02 -0.03
H -1.302642 1.150504 5.497150 0.01 0.00 -0.03
Cl -4.360696 -3.418172 -5.723324 -0.02 -0.04 -0.06
C -3.332585 -2.836546 -4.483593 0.11 0.12 0.09
C -3.108928 -1.467883 -4.344213 -0.17 -0.20 -0.08
Cl -3.837207 -0.356794 -5.430586 0.01 0.06 0.04
C -2.299780 -1.013102 -3.317042 0.28 -0.39 0.39
Cl -2.039697 0.677746 -3.084050 -0.05 0.46 -0.13
C -1.649344 -1.866542 -2.400035 -0.63 -0.21 -0.84
O -0.855283 -1.428015 -1.478435 0.62 1.54 0.95
C -1.892321 -3.247648 -2.579730 0.10 0.20 0.07
Cl -1.115679 -4.326617 -1.493037 0.07 -0.05 0.10
C -2.709643 -3.722307 -3.596866 -0.02 0.11 -0.04
Cl -2.950358 -5.409057 -3.782157 -0.01 -0.01 0.03
F -0.882954 3.342563 -1.084771 0.03 0.08 0.02
C -1.727327 2.601031 -0.261456 0.00 -0.30 -0.68
F -2.962051 2.639303 -0.837466 -0.07 0.03 0.11
H -1.796279 3.144818 0.685378 0.13 -0.25 0.14

=====

11
Properties=species:S:1:pos:R:3:forces:R:3 method="wB97M-V/def2-TZVPD" e_above_lowest_kcal_mol=10.4 smiles=CCC lumo_energy_ev=1.300 orbital_gap_ev=12.53 multiplicity=1 energy_ha=-119.07889 mol_weight_g_mol=44.10
C 0.911659 0.402238 0.824360 2.11 0.03 -1.10
C -0.352111 -0.236931 0.379792 -1.47 0.42 -0.29
C -0.703886 -0.236639 -1.097346 1.42 0.54 0.11
H 0.776085 1.439115 0.605953 0.47 1.03 0.27
H 1.095335 0.220940 1.858505 -0.24 0.25 1.01
H 1.924287 0.096352 0.383641 -1.63 0.07 -0.13
H -0.309921 -1.268492 0.607769 -0.43 -1.17 0.93
H -1.178120 0.314650 0.916628 0.64 -1.01 -0.19
H -1.571930 -0.824156 -1.302659 -0.68 -0.10 -0.19
H 0.126223 -0.646882 -1.635296 0.55 -0.86 -0.39
H -0.717620 0.739806 -1.541346 -0.74 0.81 -0.02

=====

17
Properties=species:S:1:pos:R:3:forces:R:3 method="wB97M-V/def2-TZVPD" e_above_lowest_kcal_mol=145.5 lumo_energy_ev=0.658 orbital_gap_ev=9.60 multiplicity=1 energy_ha=-393.28161 mol_weight_g_mol=115.14
H 1.084401 1.289084 2.006397 -1.42 -2.81 2.33
N 0.281652 0.759662 2.582289 0.48 -2.21 -2.45
C -0.417490 -0.090155 1.827133 1.73 -0.45 2.25
N -0.322790 -0.616931 0.453498 -1.35 -0.22 2.44
C 0.330152 0.050093 -0.656984 0.85 -0.87 3.22
N 0.519829 -0.416124 -1.788742 -1.76 -2.98 -2.91
C -0.346207 -1.819628 -2.200416 -0.27 4.98 -1.96
N 1.040980 1.164722 -0.106330 0.40 3.27 -0.25
N 0.187621 2.095429 0.653475 0.19 2.53 -8.47
H -1.142532 -0.685550 2.490342 0.76 0.76 -1.52
H -0.737395 -1.622475 0.475720 1.10 2.82 -0.96
H 0.006772 -2.260577 -3.202129 -0.69 1.40 1.45
H -0.219631 -2.539356 -1.516735 0.91 -2.62 2.82
H -1.468232 -1.528665 -2.114752 1.96 -0.39 -0.78
H 1.833048 1.768670 -0.695797 -3.32 -2.59 1.55
H 0.068315 2.043314 1.568607 -0.66 -0.20 3.61
H -0.698491 2.408488 0.224423 1.08 -0.44 -0.37

=====

49
Properties=species:S:1:pos:R:3:forces:R:3 method="wB97M-V/def2-TZVPD" total_charge=+1 lumo_energy_ev=-4.338 orbital_gap_ev=7.60 multiplicity=1 energy_ha=-1674.41348 mol_weight_g_mol=379.82
C -2.051720 3.975048 0.863885 -0.24 0.01 -0.20
C -1.598741 4.309587 -0.566734 -0.14 -0.30 0.26
C -0.393233 3.517115 -1.033552 -0.18 0.74 0.33
O -0.831196 2.344785 -1.791582 0.46 -0.35 0.05
C -0.267934 1.188107 -1.455911 0.05 -0.09 -0.24
C -0.459250 0.624897 -0.182568 0.10 0.14 -0.11
N 0.025739 -0.536110 0.179233 -0.02 0.05 -0.08
N 0.718276 -1.189289 -0.717072 0.12 -0.06 0.19
O 1.204384 -2.390557 -0.297959 -0.12 0.16 -0.44
C 2.456235 -2.235276 0.435827 0.45 -0.16 0.73
C 2.269721 -2.151574 1.943693 -0.28 0.25 -0.16
C 0.990113 -0.801173 -1.970255 -0.13 0.49 0.04
C 1.766967 -1.694422 -2.862931 0.02 -0.09 -0.12
C 0.867867 -2.804575 -3.417466 0.40 0.15 -0.43
O -0.077022 -3.215961 -2.833204 -0.83 -0.19 0.56
C 0.480230 0.447495 -2.367659 -0.30 -0.22 0.18
Cl 0.713654 1.040889 -3.943810 0.05 -0.02 -0.06
H -1.282332 3.451202 1.427025 0.12 -0.02 0.11
H -2.294302 4.879971 1.409552 0.01 0.11 0.11
H -2.957129 3.372885 0.871816 -0.02 -0.18 0.00
H -1.404710 5.374299 -0.639839 0.21 0.08 -0.13
H -2.403953 4.095404 -1.263150 -0.14 0.25 -0.16
H 0.207542 3.214283 -0.176792 0.09 -0.27 -0.01
H 0.246459 4.108595 -1.681715 -0.01 -0.13 -0.32
H -1.042296 1.183319 0.534540 -0.05 -0.16 0.26
H 3.028504 -3.119264 0.176053 -0.06 -0.15 -0.18
H 3.011269 -1.372073 0.072457 -0.20 0.15 -0.32
H 1.243831 -1.894843 2.193876 -0.12 0.02 -0.07
H 2.518459 -3.080961 2.439390 0.15 -0.06 0.09
H 2.894947 -1.353114 2.329045 0.19 -0.08 0.23
H 2.598146 -2.147596 -2.327683 0.04 -0.16 0.05
H 2.181927 -1.145015 -3.698449 0.05 0.23 -0.05
H 1.122963 -3.183402 -4.415587 0.30 -0.06 -0.09
C -5.372789 3.516507 -2.794722 -0.04 0.00 0.01
O -4.943630 4.629372 -3.031812 0.06 0.03 0.03
N -6.699516 3.203762 -2.850582 0.04 0.03 0.01
N -4.534393 2.486061 -2.443502 0.02 -0.08 0.10
H -7.065295 2.291227 -2.658274 0.02 -0.01 -0.01
H -7.332134 3.939606 -3.104280 0.00 0.01 -0.01
H -3.556645 2.700931 -2.413542 0.04 -0.07 -0.08
H -4.840112 1.554687 -2.236134 -0.06 0.01 -0.04
C 3.963692 -4.372521 5.107904 0.07 -0.06 0.11
O 4.223872 -3.732345 4.100003 -0.11 0.03 -0.07
N 3.203972 -3.861802 6.122232 -0.04 0.00 -0.07
N 4.416327 -5.645065 5.299560 -0.03 0.00 -0.05
H 2.983571 -4.367601 6.958658 0.02 -0.01 0.01
H 2.866374 -2.924360 6.016678 0.02 0.02 0.02
H 4.983246 -6.044735 4.575797 0.02 0.01 0.00
H 4.220043 -6.186402 6.119542 0.00 0.02 0.02

=====

23
Properties=species:S:1:pos:R:3:forces:R:3 method="wB97M-V/def2-TZVPD" e_above_lowest_kcal_mol=34.9 smiles="Cc1cccc2c1=[N+](C)CC=2" total_charge=+1 lumo_energy_ev=-5.140 orbital_gap_ev=7.52 multiplicity=1 energy_ha=-442.70200 mol_weight_g_mol=146.21
C 0.144515 -2.412536 -0.020999 -0.79 -2.24 -1.79
C -0.628262 -1.215361 0.115470 -1.45 2.99 -1.48
C -1.995106 -1.145235 0.074669 -0.44 -2.58 0.02
C -2.824117 0.011503 0.000059 -0.79 -1.01 0.14
C -2.261633 1.232579 -0.043207 -1.57 1.44 0.90
C -0.848945 1.355841 0.071920 2.42 -1.02 -0.30
C 0.015023 0.082564 0.003620 -2.05 1.67 0.56
N 1.278382 0.456964 -0.089728 -0.77 -0.16 -0.72
C 2.429252 -0.368565 0.057662 -1.40 -2.93 -1.57
C 1.409061 1.872375 -0.148101 -1.86 1.84 0.03
C 0.033804 2.417058 0.164134 -1.56 -1.52 -1.16
H 0.764611 -2.305916 0.775719 2.55 -0.78 2.21
H 0.731804 -2.427314 -0.972519 -0.61 -0.28 0.77
H -0.465047 -3.340036 0.131032 0.60 0.83 -0.40
H -2.571302 -2.158095 0.049696 1.23 1.84 0.11
H -3.902621 -0.300516 0.004461 1.02 1.32 -0.18
H -2.893430 2.149986 -0.036882 0.63 -0.78 -0.16
H 2.489083 -1.178599 -0.699373 -0.43 0.57 0.10
H 2.372246 -0.916097 0.955495 0.49 -0.11 1.46
H 3.283511 0.144004 -0.132794 2.50 1.83 0.19
H 1.695559 2.358157 -1.111727 0.07 -0.81 0.33
H 2.050382 2.228446 0.597616 1.56 0.35 1.09
H -0.306773 3.458802 0.253784 0.65 -0.48 -0.13

=====

88
Properties=species:S:1:pos:R:3:forces:R:3 method="wB97M-V/def2-TZVPD" total_charge=+3 lumo_energy_ev=-11.060 orbital_gap_ev=5.12 multiplicity=1 energy_ha=-4514.30620 mol_weight_g_mol=958.37
Re 0.043725 1.671508 -0.128437 -1.28 -1.44 0.94
C 3.936821 3.133188 0.923662 0.37 -1.30 -0.15
O 3.146090 2.990469 2.209859 2.06 1.07 -0.26
C 2.037800 2.535318 1.879456 -2.24 -1.40 -1.68
N 1.816992 2.282705 0.596510 0.33 0.98 0.81
C 3.015747 2.636002 -0.236582 0.10 -0.31 0.09
C 3.465207 1.473282 -1.097593 0.47 -1.92 0.00
C 3.422044 0.138759 -0.594878 -0.05 0.36 -0.14
C 3.786443 -0.963851 -1.383469 -0.18 1.38 0.62
C 4.256206 -0.756329 -2.687080 0.13 -0.71 1.43
C 4.403879 0.533522 -3.152720 0.27 -0.32 -0.48
C 4.000864 1.606674 -2.393247 -0.71 1.36 0.68
C 0.923521 2.191180 2.788960 0.13 -0.47 1.03
C 0.949887 2.008642 4.198704 0.85 0.15 -1.71
C -0.193479 1.530126 4.801911 -0.38 0.20 0.48
C -1.367573 1.462280 4.044179 0.19 0.30 0.74
C -1.307991 1.727890 2.699814 -0.17 -0.53 0.64
N -0.170613 1.927214 2.067065 2.05 0.65 -0.02
C -2.347567 1.694502 1.710042 -0.83 0.27 1.85
N -1.956079 1.693720 0.508547 0.37 -0.64 -2.80
C -3.148224 1.263073 -0.266212 -1.56 -0.58 -0.95
C -4.302581 1.582343 0.715311 0.78 -0.09 -0.52
O -3.602649 1.687073 1.983883 0.08 -0.49 0.80
C -3.399262 1.870501 -1.609181 -0.57 -0.42 -1.73
C -3.239162 3.221995 -1.903207 -0.07 -0.08 -0.21
C -3.465438 3.706568 -3.194770 -0.17 -2.15 -0.54
C -3.862081 2.822069 -4.219261 -0.63 -0.25 1.22
C -4.160216 1.484378 -3.907882 0.47 0.90 -0.51
C -3.932484 1.025334 -2.637906 0.73 -0.13 1.77
H 4.816692 2.504224 1.094051 -0.15 0.30 -0.20
H 4.165649 4.152195 0.743305 0.35 0.97 0.51
H 2.788267 3.454542 -0.929498 -0.11 0.05 0.45
H 3.161118 -0.081304 0.450384 -0.02 0.28 -0.30
H 3.756419 -1.906143 -0.849362 0.12 -0.24 -0.61
H 4.626233 -1.636817 -3.175715 0.03 -0.02 -0.70
H 4.881387 0.741505 -4.106817 -0.21 -0.19 0.07
H 4.108622 2.585150 -2.859197 -0.05 0.02 0.28
H 1.898526 2.153907 4.709240 -0.25 0.07 0.11
H -0.205981 1.291103 5.875772 0.00 0.11 -0.60
H -2.295930 1.241554 4.535987 -0.38 -0.12 -0.05
H -3.102946 0.166837 -0.359409 0.29 0.19 -0.07
H -5.102030 0.868649 0.758581 0.03 -0.74 0.21
H -4.762602 2.510702 0.517184 -0.28 1.34 -0.17
H -2.986938 3.929831 -1.127538 0.25 0.13 0.18
H -3.294788 4.710058 -3.436087 0.11 1.39 -0.13
H -4.128715 3.128373 -5.216300 0.38 0.48 -0.15
H -4.504392 0.845891 -4.713391 -0.14 -0.11 0.28
H -4.165311 -0.003648 -2.355511 0.14 0.11 -0.25
F -0.537927 6.046532 -0.893204 -0.22 0.66 -0.32
B 0.079165 5.237319 -0.112724 1.11 0.94 -1.10
F 1.394805 5.128568 -0.067008 0.12 0.23 0.09
F -0.592498 4.348079 0.553677 -1.05 -1.57 1.14
F -0.372500 1.850613 -1.904768 0.33 0.19 0.19
C 0.447291 -0.001412 0.000057 -0.83 0.75 -0.16
Ge 0.398811 -2.064675 0.156314 -0.56 -0.92 -0.03
C 1.352405 -2.631642 1.701236 0.14 -0.25 -0.29
C 1.559230 -4.027176 1.749805 0.21 0.54 0.75
C 2.125040 -4.610867 2.885290 0.31 -0.15 -0.13
C 2.384046 -3.812776 4.002638 0.35 -0.38 -0.30
C 2.181104 -2.455402 3.930179 -0.13 0.35 -0.31
C 1.712348 -1.844803 2.772501 0.14 -0.76 1.10
C -1.528479 -2.164585 0.538626 0.57 1.17 -0.16
C -2.415598 -2.628847 -0.432337 0.95 -1.34 -0.66
C -3.736398 -2.848726 -0.160848 -1.18 1.24 1.37
C -4.247931 -2.384019 1.061150 1.45 -0.28 -0.31
C -3.371926 -1.852955 2.019897 -0.90 0.48 -0.07
C -2.008063 -1.694293 1.766814 -0.44 -0.57 0.30
C 0.856247 -2.979681 -1.476487 0.10 1.52 0.56
C 1.832526 -3.963393 -1.533872 0.50 -0.08 -0.63
C 2.061405 -4.549986 -2.784939 -0.66 0.25 0.87
C 1.359336 -4.113053 -3.884785 -0.35 0.48 0.97
C 0.471180 -3.041549 -3.823366 0.38 0.30 -1.03
C 0.227111 -2.439604 -2.613619 0.33 -0.88 0.35
H 1.281589 -4.620796 0.899844 -0.03 -0.35 -0.06
H 2.454741 -5.662334 2.880122 -0.57 0.54 0.04
H 2.827758 -4.220796 4.899774 -0.09 -0.21 -0.01
H 2.399090 -1.812487 4.755646 0.24 0.09 0.56
H 1.632738 -0.783961 2.875902 -0.31 0.74 -0.67
H -2.052170 -3.057020 -1.368953 0.19 0.41 0.17
H -4.446521 -3.270030 -0.842560 0.09 -0.31 -0.53
H -5.288262 -2.517892 1.237055 -0.63 0.04 0.46
H -3.817704 -1.524649 2.957163 0.26 -0.10 0.01
H -1.362458 -1.351005 2.599120 -0.18 -0.23 -0.71
H 2.488240 -4.241337 -0.693811 -0.69 0.10 -0.37
H 2.701062 -5.395811 -2.863234 0.62 -0.40 -0.12
H 1.492110 -4.625494 -4.781244 0.26 -0.60 -1.52
H 0.092957 -2.656928 -4.776628 -0.22 -0.14 0.53
H -0.436965 -1.597870 -2.499579 -0.22 0.14 -0.20